# 1
The following is a quantum chemistry calculation of a molecular structure, C46H112F6HfN8O20S2 in a non-equilibrium geometry, from OMol25.

Atoms and positions in Å:
Hf 11.257110 18.384215 20.612950
C 12.166870 22.944285 22.032880
F 13.010000 22.993785 21.034190
F 12.418000 23.912095 22.973660
F 10.943780 23.219605 21.537670
S 12.237730 21.197635 22.821900
O 12.195480 20.202005 21.720720
O 13.484180 21.141525 23.610050
O 11.031860 20.993995 23.661890
C 15.599900 16.006425 20.740090
F 14.896450 15.059455 20.131770
F 15.388200 15.738615 22.043920
F 16.863960 15.912125 20.359120
S 14.972710 17.754975 20.234650
O 15.745010 18.756755 21.022750
O 15.212080 17.783315 18.805850
O 13.522040 17.835305 20.574740
C 17.789480 22.144945 15.414900
O 16.811340 22.046255 16.483380
C 16.697640 20.726445 17.123090
C 16.016120 19.727685 16.171290
N 14.748840 20.170085 15.583770
C 14.283530 19.318195 14.489240
C 15.037090 19.555945 13.170060
O 14.833680 20.902975 12.791950
C 15.438340 21.243285 11.571940
H 18.074600 23.164625 15.155960
H 17.475250 21.675685 14.482620
H 18.699440 21.634155 15.729800
H 16.154330 20.827685 18.062600
H 17.715810 20.484595 17.427940
H 15.902250 18.842255 16.796700
H 16.718010 19.366615 15.419570
H 14.874330 21.073025 15.148970
H 13.241710 19.537435 14.255440
H 14.322220 18.267835 14.777930
H 14.720740 18.820265 12.430590
H 16.121180 19.449965 13.210140
H 16.510210 21.046125 11.589900
H 15.284050 22.314815 11.444950
H 14.986020 20.684845 10.752400
C 16.455300 12.318135 22.468410
O 15.909360 12.737405 23.694210
C 14.486130 12.930555 23.702970
C 14.082320 13.341655 25.108010
N 14.255430 12.165355 25.991650
C 13.699820 12.372365 27.273280
C 14.597290 13.234705 28.096820
O 15.781850 12.441235 28.451450
C 16.604660 13.056955 29.406820
H 16.248110 12.985635 21.631970
H 16.144740 11.301365 22.227950
H 17.530350 12.365755 22.641850
H 14.029710 11.994465 23.381200
H 14.191440 13.696415 22.985530
H 13.067510 13.738955 25.128570
H 14.675700 14.216525 25.373680
H 15.233880 11.914925 25.996770
H 13.550350 11.397615 27.737620
H 12.752080 12.905085 27.195190
H 14.057200 13.431535 29.022920
H 14.804690 14.232465 27.710080
H 16.018800 13.061635 30.325980
H 16.826910 14.087605 29.130310
H 17.539580 12.532275 29.603620
C 9.281960 21.809945 18.984190
O 9.395520 20.777905 19.924690
C 8.562330 21.010025 21.074970
C 8.328730 19.729025 21.866860
N 9.652200 19.194285 22.288820
C 9.458150 18.144145 23.219840
C 10.816270 17.867725 23.937620
O 11.849340 17.902445 22.970310
C 13.093320 17.768485 23.637960
H 9.954110 21.751725 18.128080
H 9.417880 22.739465 19.537020
H 8.281410 21.899335 18.561100
H 7.564570 21.388895 20.853560
H 9.066840 21.741035 21.706790
H 7.715650 18.952805 21.408920
H 7.685670 19.929665 22.723780
H 10.012680 19.930005 22.879480
H 9.011310 17.238615 22.809420
H 8.743410 18.417985 23.995900
H 10.759320 16.846595 24.314630
H 10.941210 18.598305 24.736840
H 13.283170 18.445945 24.470480
H 13.995830 18.000485 23.072490
H 13.257220 16.764565 24.029620
C 11.913180 23.867235 17.909840
O 12.087580 22.652815 18.654440
C 13.313080 22.012075 18.219060
C 13.352210 20.647865 18.934290
N 12.034870 20.016715 18.948390
C 11.717950 19.452825 17.565090
C 12.342200 18.076545 17.305580
O 12.090380 17.342005 18.476190
C 12.501630 15.972275 18.233500
H 12.615300 24.666865 18.145910
H 10.934290 24.239755 18.211680
H 11.892420 23.950095 16.823200
H 14.247470 22.487845 18.516810
H 13.180890 21.935985 17.139780
H 13.714700 20.780855 19.953610
H 14.054870 19.976995 18.440010
H 11.487640 20.865435 18.965850
H 11.912700 20.199005 16.794780
H 10.644310 19.302575 17.451850
H 13.384120 18.172205 17.000040
H 11.790390 17.599785 16.495450
H 13.533860 15.949175 17.884110
H 11.749840 15.497535 17.602990
H 12.512490 15.502055 19.216790
C 19.833080 14.063255 31.354850
O 20.320100 14.669065 30.162450
C 19.965040 16.021425 29.921090
C 19.899790 16.282515 28.423360
N 20.273880 17.628585 28.145860
C 20.108040 18.232905 26.814920
C 18.726660 18.252195 26.141530
O 18.454100 16.986235 25.474200
C 17.388150 17.088105 24.523890
H 20.287680 13.080205 31.477560
H 18.743950 14.020205 31.348820
H 20.180410 14.566465 32.257200
H 20.599170 16.668955 30.526630
H 18.915130 16.227495 30.129240
H 18.891280 16.167285 28.026210
H 20.540810 15.602665 27.862110
H 19.780320 18.183475 28.830400
H 20.831420 17.773065 26.141600
H 20.473710 19.247105 26.975520
H 18.658110 19.072575 25.427120
H 18.046710 18.428235 26.975070
H 17.308460 16.150905 23.973060
H 17.543040 17.987925 23.928550
H 16.413620 17.334355 24.945480
C 14.246980 13.212695 16.845790
O 14.343180 14.355535 15.990930
C 15.633800 14.727885 15.557610
C 16.268400 15.661965 16.663620
N 17.712330 15.971645 16.359510
C 18.404660 16.639315 17.448820
C 19.788740 17.139335 17.052700
O 20.726370 16.095085 17.149300
C 22.014270 16.414315 16.716810
H 14.421940 13.498245 17.883070
H 14.981560 12.434765 16.637620
H 13.294450 12.702075 16.704230
H 15.467430 15.435415 14.745310
H 16.282110 13.909095 15.245540
H 16.244130 15.090985 17.591790
H 15.746150 16.618445 16.685940
H 18.255580 15.208185 15.982540
H 18.330190 16.025015 18.346150
H 17.734610 17.449815 17.735560
H 20.057460 17.872535 17.813160
H 19.722330 17.592185 16.063440
H 22.693710 15.598035 16.962040
H 22.398310 17.301835 17.219730
H 22.101590 16.463085 15.631410
C 18.437580 20.612795 22.570110
C 17.043090 21.277705 22.837050
C 16.402640 21.972555 21.615540
O 17.004180 23.290865 21.450740
C 16.247400 24.161805 20.689720
N 16.090290 20.220415 23.322270
H 18.416920 19.655985 22.048400
H 18.894550 20.255965 23.493130
H 19.118230 21.192715 21.946810
H 17.061110 21.879225 23.745870
H 15.325320 22.066125 21.752410
H 16.469350 21.341195 20.729510
H 16.874840 25.049715 20.767400
H 15.238110 24.241965 21.093460
H 16.151810 23.865855 19.645030
H 15.843870 19.652815 22.524010
H 15.178870 20.583365 23.562420
C 10.666180 9.305625 21.463130
C 9.713580 10.166345 20.637820
C 10.385320 11.308835 19.865090
O 11.204710 11.896695 20.749850
C 12.214650 12.632885 20.108650
N 9.095130 9.212305 19.748210
H 11.077740 9.817725 22.332880
H 11.493800 8.874925 20.899520
H 10.114870 8.470455 21.895150
H 8.904810 10.591125 21.232420
H 9.707880 12.010715 19.378740
H 10.964300 10.727055 19.147860
H 12.659220 13.328315 20.820570
H 11.808220 13.288905 19.338880
H 12.994620 11.949135 19.773640
H 8.272350 9.707415 19.435140
H 8.812510 8.349905 20.191480

Atoms 1-6, force components in eV/Å:
Hf 6.08 4.79 1.28
C -0.74 1.36 0.99
F 0.57 0.05 0.48
F 0.00 -2.03 -1.41
F 0.28 -0.65 0.37
S 0.99 -0.17 4.63

Summary:
HOMO-LUMO gap   1.50 eV
F_max   7.85 eV/A
Charge   +2
Highest occupied orbital energy   -10.75 eV



# 2
The following is a quantum chemistry calculation of a molecular structure, C6H8N2 in a non-equilibrium geometry, from OMol25.

Atoms and positions in Å:
C 1.718333 -0.863299 1.710917
C 0.828710 -0.475479 0.764906
C -0.374390 -1.117674 -1.316608
C -0.991922 0.840987 -0.279311
C -0.644981 1.970051 0.590714
C 0.329657 0.831088 0.330074
H 2.305736 -1.883057 1.848943
H 1.309157 -0.053014 2.767407
H -0.707048 -2.090275 -1.933237
H -1.880231 -0.015781 -1.695474
H -1.756081 0.102125 0.276766
H -0.456386 2.839092 -0.045459
H -1.398504 1.748117 1.552674
H 1.025955 1.358345 -0.302660
N 0.399517 -1.566453 -0.304564
N -0.918809 0.263653 -1.591595

Atoms 1-6, force components in eV/Å:
C -2.32 1.57 3.06
C 0.65 -3.28 -1.34
C 1.85 -2.71 2.02
C -1.83 -4.63 1.33
C -2.53 -0.77 2.00
C 0.43 1.12 0.99

Summary:
HOMO-LUMO gap   9.63 eV
F_max   5.16 eV/A
Relative energy (zero: lowest compared OMol25 entry of this formula, charge and spin)   686.1 kJ/mol
Charge   0
Highest occupied orbital energy   -8.81 eV



# 3
The following is a quantum chemistry calculation of a molecular structure, C19H38Ag4N2O5Zn in a non-equilibrium geometry, from OMol25.

Atoms and positions in Å:
Zn -2.273006 3.975791 -3.812377
Ag -5.283170 2.471417 -4.233512
Ag -1.166969 1.377231 -5.791861
Ag 0.449426 3.394119 -1.772373
Ag -2.954292 3.691924 -0.557008
C -1.936244 1.834615 -2.491303
O -1.445252 1.674935 -1.328702
O -3.134469 2.349789 -2.691221
O -1.065817 2.181858 -3.462704
C -3.333018 -2.378535 -0.373457
C -3.479329 -2.174964 1.142072
C -3.673602 -3.450721 1.948284
C -2.392003 -4.249147 2.135405
C -1.264193 -3.384775 2.693777
C -1.041518 -2.036132 1.992185
N -2.295494 -1.466300 1.671575
O -2.159423 -0.203311 1.180143
C -0.267180 -1.147371 3.005634
C -0.166419 -2.314403 0.707528
C -4.695457 -1.280359 1.412007
H -4.320661 -2.760322 -0.650461
H -2.547008 -3.059220 -0.670723
H -3.307956 -1.430117 -0.922194
H -4.101873 -3.183566 2.918347
H -4.420428 -4.091488 1.477258
H -2.142403 -4.685558 1.156643
H -2.503612 -5.124037 2.774107
H -0.363874 -4.001195 2.647689
H -1.453722 -3.208622 3.754902
H 0.676626 -1.648064 3.214512
H -0.010558 -0.154915 2.635773
H -0.874129 -1.075634 3.902096
H -0.060221 -1.393471 0.123840
H 0.808215 -2.646168 1.057301
H -0.595719 -3.108666 0.103936
H -5.585578 -1.910444 1.421455
H -4.842891 -0.522723 0.641613
H -4.668112 -0.806046 2.391688
H -2.082437 -0.302398 0.204632
C 2.657390 0.254844 1.131024
C 2.241880 1.579861 0.499342
C 3.293355 2.660614 0.774612
C 4.545222 2.556680 -0.082846
C 4.196707 2.475756 -1.565145
C 3.137498 1.435454 -1.954198
N 2.056330 1.450558 -0.972174
O 1.108563 0.477231 -1.273334
C 2.568814 1.862608 -3.317169
C 3.835508 0.073816 -2.040751
C 0.923459 2.080332 1.092117
H 3.587395 -0.100037 0.686050
H 1.913263 -0.527930 1.013581
H 2.961751 0.448787 2.160770
H 2.847073 3.647292 0.566902
H 3.502534 2.677499 1.843403
H 5.095727 1.644242 0.181320
H 5.225071 3.381939 0.112244
H 5.115788 2.251549 -2.109281
H 3.958910 3.496384 -1.897324
H 1.703344 1.253095 -3.591750
H 2.251040 2.915588 -3.241814
H 3.317808 1.774532 -4.098794
H 3.142548 -0.772310 -2.017668
H 4.426004 -0.067952 -2.945275
H 4.517620 -0.070638 -1.203695
H 0.428766 2.908236 0.566249
H 1.013924 2.349386 2.145025
H 0.183137 1.262902 1.120917
H 0.217341 0.866674 -1.138844

Atoms 1-6, force components in eV/Å:
Zn 0.10 0.54 0.08
Ag 0.29 0.15 0.19
Ag 0.17 0.22 0.51
Ag 0.28 -0.08 -0.16
Ag 0.04 -0.04 -0.28
C 1.33 3.22 -0.26

Summary:
HOMO-LUMO gap   2.23 eV
F_max   3.54 eV/A
Charge   +4
Highest occupied orbital energy   -18.29 eV



# 4
The following is a quantum chemistry calculation of 4 unconnected molecules or ions with the total composition C2H12O4 in a non-equilibrium geometry, from OMol25.

Atoms and positions in Å:
C 0.989681 -1.549139 1.264277
O 0.033815 -0.855572 0.456208
C 1.867627 -2.392629 0.333791
H 0.334728 -2.155399 1.913429
H 1.602774 -0.843427 1.805899
H 0.493709 -0.217842 -0.123080
H 1.684253 -3.475690 0.452223
H 2.946463 -2.422589 0.615490
H 1.760031 -2.088672 -0.694118
H -1.808710 0.659917 1.099267
H -1.781821 -0.248804 -0.165376
O -2.248084 0.483064 0.279022
H -1.372839 3.124907 0.100271
H -2.047740 1.795775 -0.518265
O -1.312129 2.525595 -0.632366
H 1.047819 1.243025 -2.338224
H 0.111338 1.666683 -1.216966
O 0.965672 1.193184 -1.367666

Atoms 1-6, force components in eV/Å:
C -0.65 -0.43 -1.19
O 0.11 0.48 0.06
C 1.25 -1.56 1.37
H 0.77 0.20 0.06
H -0.01 0.18 0.48
H 0.05 -0.16 0.02

Summary:
HOMO-LUMO gap   11.07 eV
F_max   2.42 eV/A
SMILES   CCO.O.O.O
Relative energy (zero: lowest compared OMol25 entry of this formula, charge and spin)   66.2 kJ/mol
Charge   0
Highest occupied orbital energy   -10.35 eV



> What is the highest occupied orbital energy in the second record?

-8.81 eV



> Among the records above, which one has the highest charge?

C19H38Ag4N2O5Zn